*P*
This record from the Open Molecules 2025 dataset describes 3 unconnected molecules or ions with the total composition CH5N4O2. The level of theory is ωB97M-V/def2-TZVPD.

As for the net charge: +1. For the LUMO energy, the calculation gives -0.166 Ha.

Last column: natural (NBO) charge in e.
Atoms and positions in Å:
C: 2.84935 -0.17341 0.24143  0.876
N: 3.86811 0.16623 -0.21559  -0.639
N: -0.32127 -0.91016 -0.55050  -0.195
N: -2.32167 -1.31755 0.41589  -0.281
N: -1.35426 -0.93717 -0.09464  0.417
O: 1.80723 -0.33126 0.76363  -0.583
O: -2.10858 1.35040 0.12034  -0.980
H: -2.78073 1.81744 0.57608  0.496
H: 4.76294 0.04986 -0.68239  0.481
H: 0.76701 -0.73898 -0.19708  0.477
H: -2.03821 1.71270 -0.78048  0.496
H: -3.12992 -0.68812 0.40332  0.435


*Q*
This record from the Open Molecules 2025 dataset describes 2 unconnected molecules or ions with the total composition CH5N4O2. The level of theory is ωB97M-V/def2-TZVPD.

As for the net charge: +1. For the LUMO energy, the calculation gives -0.169 Ha.

Last column: natural (NBO) charge in e.
Atoms and positions in Å:
C: 1.39695 -0.07168 -0.24057  0.783
N: -1.55904 -0.51160 -0.25550  0.119
N: 1.51937 -0.40058 0.96612  -0.766
N: -1.06296 0.08078 0.66729  0.028
N: 1.33323 0.57364 -1.22558  -0.493
O: -1.27308 1.39579 0.80433  -0.514
O: -2.47895 0.14111 -1.17177  -0.584
H: 0.60717 -0.28616 1.41521  0.474
H: 2.18677 -0.96363 1.46072  0.481
H: 1.25298 0.51471 -2.20142  0.469
H: -1.26835 1.80351 -0.07622  0.487
H: -2.80586 -0.43320 -1.85694  0.516


Most stable to least stable: *P*, *Q*


*P*
This record from the Open Molecules 2025 dataset describes C4H7N3O in the gas phase. The level of theory is ωB97M-V/def2-TZVPD.

For the LUMO energy, the calculation gives 0.034 Ha.

Last column: natural (NBO) charge in e.
Atoms and positions in Å:
C: -0.07497 1.61971 -0.20531  -0.031
N: -1.23629 1.12247 -0.30614  -0.224
N: -1.61679 -0.14067 -0.09535  -0.428
C: -0.84061 -1.15238 0.53143  -0.323
C: 0.19758 -1.61793 -0.50075  0.083
N: 1.35296 -1.11997 -0.59623  -0.125
O: 1.62886 -0.22345 0.44788  -0.413
C: 1.35247 1.12811 0.07253  -0.143
H: 0.01928 2.68335 -0.47261  0.182
H: -2.59765 -0.14746 -0.04737  0.384
H: -1.49760 -1.91837 0.94844  0.224
H: -0.24304 -0.81431 1.38978  0.218
H: -0.07182 -2.40896 -1.16136  0.194
H: 1.77533 1.67672 0.87234  0.208
H: 1.85227 1.31313 -0.87727  0.196


*Q*
This record from the Open Molecules 2025 dataset describes a molecular structure, C4H7N3O. The level of theory is ωB97M-V/def2-TZVPD.

For the LUMO energy, the calculation gives -0.009 Ha.

Last column: natural (NBO) charge in e.
Atoms and positions in Å:
C: 0.01024 -0.21085 -0.25035  0.043
C: 1.28176 0.33864 -0.17686  -0.270
C: 2.14448 0.71786 0.87075  -0.262
C: -0.32538 -1.41686 0.58120  0.610
H: -0.18097 2.06756 -1.58270  0.369
H: -2.27941 2.02945 -1.00321  0.414
H: 1.54773 1.06770 -0.93572  0.197
H: 3.01109 1.32471 0.44229  0.195
H: 2.22671 0.26180 1.78408  0.207
H: -1.89818 -1.69995 -0.84464  0.442
H: -2.02751 -2.46699 1.26223  0.432
N: -1.19268 1.48728 -1.50532  -0.706
N: -1.04477 0.21937 -0.71288  -0.193
N: -1.67305 -1.80489 0.49438  -0.847
O: 0.39992 -1.91483 1.57676  -0.630


Most stable to least stable: *P*, *Q*